(1)
Below is a structure of composition C30H34CrFN8O5 at a distorted geometry, with properties calculated with ωB97M-V/def2-TZVPD.

Properties
* multiplicity: 2
* lowest unoccupied orbital energy (alpha / beta): -5.2983 / -5.0704 eV
* <S²>: 0.7647
* frontier orbital gap (alpha / beta): 6.74 / 6.96 eV
* charge: +2

Last column: Mulliken spin population.
Positions of all 79 atoms, in Å:
Cr  -0.15040  0.66000  1.03500  1.10
C  -1.86730  4.24910  -0.42530  0.00
C  -1.59360  2.91160  0.17320  0.01
N  -0.42530  2.32530  0.14300  -0.01
O  0.59160  2.94420  -0.56120  0.00
C  -2.54750  2.15480  0.91420  -0.02
C  -3.95850  2.58170  1.14220  0.00
N  -2.02240  1.05310  1.41680  -0.03
O  -2.61580  0.24310  2.15240  -0.02
H  -0.97900  4.62490  -0.92730  0.00
H  -2.15090  4.94520  0.36230  0.00
H  -2.69520  4.21100  -1.13020  0.00
H  1.38310  2.41900  -0.34280  0.00
H  -3.99450  3.33500  1.92940  0.00
H  -4.55140  1.72560  1.45830  0.00
H  -4.37270  3.02140  0.23850  0.00
F  6.12830  2.98730  -1.18220  0.00
C  5.87120  1.79200  -0.60840  0.00
C  4.57310  1.47350  -0.32960  0.00
C  4.23630  0.20820  0.16910  0.00
C  2.86320  -0.08740  0.55390  0.00
O  1.96940  0.79660  0.46770  0.01
C  2.64910  -1.42170  1.00480  0.00
C  3.67190  -2.32300  1.00360  0.00
N  4.94310  -2.03180  0.68300  0.00
C  5.94270  -3.06260  0.70290  0.00
C  5.85420  -4.19160  1.67980  0.00
C  6.92640  -3.16040  1.83870  0.00
C  5.26460  -0.75240  0.29400  0.00
C  6.59620  -0.37330  0.07510  0.00
C  6.93740  0.91050  -0.33390  0.00
N  8.24960  1.32820  -0.44730  0.00
C  9.36990  0.46400  -0.69800  0.00
C  10.24380  0.36520  0.57740  0.00
N  9.97050  1.57930  1.39590  0.00
C  9.92300  2.78910  0.53350  0.00
C  8.63650  2.71680  -0.31300  0.00
C  1.31790  -1.93640  1.56070  0.00
O  1.21390  -3.13040  1.77090  0.00
O  0.43750  -1.05700  1.80680  0.01
H  3.80060  2.20200  -0.51410  0.00
H  3.43540  -3.33700  1.29180  0.00
H  6.31020  -3.28800  -0.29290  0.00
H  6.11820  -5.17540  1.32880  0.00
H  5.06530  -4.18340  2.41400  0.00
H  7.94830  -3.41540  1.60190  0.00
H  6.82590  -2.46940  2.66210  0.00
H  7.37580  -1.09880  0.23490  0.00
H  9.95840  0.89540  -1.51610  0.00
H  9.04390  -0.52540  -1.01490  0.00
H  11.30470  0.33200  0.31900  0.00
H  9.99850  -0.51880  1.16920  0.00
H  10.66330  1.68230  2.14490  0.00
H  9.04150  1.47430  1.82450  0.00
H  10.81720  2.79850  -0.09030  0.00
H  9.91910  3.68850  1.14920  0.00
H  8.80950  3.17610  -1.29180  0.00
H  7.83490  3.27160  0.17350  0.00
N  -1.43190  -0.96280  -2.63590  0.00
C  -0.87080  -0.00660  -1.87700  0.00
N  -0.85340  -0.31810  -0.59920  -0.02
C  -1.46530  -1.55610  -0.49980  -0.01
C  -1.78090  -2.33810  0.60830  0.00
C  -2.36190  -3.56530  0.36680  0.00
C  -2.63420  -4.01650  -0.92770  0.00
C  -2.37990  -3.23130  -2.03530  0.00
C  -1.81340  -1.98650  -1.79750  0.00
H  -1.57870  -0.92240  -3.63110  0.00
H  -0.48590  0.91120  -2.27960  0.00
H  -1.58410  -2.00100  1.61230  0.00
H  -2.61090  -4.19260  1.20710  0.00
H  -3.06480  -4.99710  -1.05740  0.00
H  -2.61040  -3.56680  -3.03470  0.00
C  -0.33890  1.06660  5.39140  0.00
C  -0.05230  1.24440  4.00950  0.01
N  0.16030  1.38240  2.88630  -0.04
H  -0.32710  0.00080  5.62740  0.00
H  -1.33680  1.45640  5.59800  0.00
H  0.38260  1.58690  6.02170  0.00

(2)
Below is an isolated molecule of C5H10N2 at a distorted geometry, with properties calculated with ωB97M-V/def2-TZVPD.

Properties
* multiplicity: 1
* lowest unoccupied orbital energy: 0.1719 eV
* frontier orbital gap: 8.24 eV

Last column: natural (NBO) charge in e.
Positions of all 17 atoms, in Å:
C  -1.88964  0.53822  -0.31313  -0.22
C  -1.08077  -0.59248  -0.92539  -0.46
C  0.11847  -1.01508  -0.05315  -0.19
C  0.50785  -0.39230  1.10284  -0.07
N  1.83004  0.10834  1.28801  -0.40
C  2.84184  -0.39256  0.69652  -0.07
N  -1.17718  1.83351  -0.20020  -0.82
H  -2.79032  0.68996  -0.88519  0.20
H  -2.23135  0.25663  0.69086  0.18
H  -0.71867  -0.16522  -1.86258  0.21
H  -1.52538  -1.54163  -1.24349  0.22
H  0.79011  -1.82280  -0.33652  0.19
H  -0.12929  -0.20821  1.96112  0.20
H  3.05100  -1.36409  0.22011  0.16
H  3.76099  0.14490  0.95867  0.17
H  -1.15471  2.15137  -1.16688  0.34
H  -0.20299  1.77145  0.06839  0.37

(3)
Below is a structure of composition C38H59CaN9O4S3Si, with properties calculated with ωB97M-V/def2-TZVPD.

Properties
* multiplicity: 1
* lowest unoccupied orbital energy: -0.7438 eV
* frontier orbital gap: 6.35 eV

Last column: Löwdin charge in e.
Positions of all 115 atoms, in Å:
Ca  0.26861  -1.76113  0.58568  1.11
C  6.19484  -2.57858  -0.02364  -0.10
C  5.54675  -3.94572  0.12254  -0.26
N  4.40572  -3.92011  1.01213  -0.03
C  3.16401  -3.55778  0.62860  -0.88
S  1.91455  -3.78638  1.79166  0.48
N  3.07366  -3.05131  -0.59848  -0.01
N  1.80431  -2.82463  -0.97611  -0.09
C  1.59896  -2.25579  -2.11044  -0.30
C  2.68281  -1.84808  -3.06638  -0.04
C  0.19556  -2.16271  -2.57056  -0.22
C  -0.05661  -1.93760  -3.92884  -0.01
C  -1.35780  -1.94023  -4.39036  -0.06
C  -2.38744  -2.12906  -3.48370  -0.05
C  -2.05028  -2.31976  -2.15626  -0.16
N  -0.80552  -2.35336  -1.69655  0.06
H  7.08317  -2.63774  -0.65189  0.07
H  6.48829  -2.21149  0.95918  0.06
H  5.49146  -1.87288  -0.46592  0.05
H  6.26758  -4.65509  0.53346  0.11
H  5.22878  -4.31889  -0.85200  0.11
H  4.46424  -4.36647  1.91364  0.10
H  3.62554  -1.74470  -2.53261  0.06
H  2.43906  -0.91227  -3.56534  0.06
H  2.82045  -2.61290  -3.83799  0.09
H  0.76013  -1.78126  -4.61445  0.10
H  -1.56543  -1.78672  -5.44109  0.11
H  -3.42525  -2.12302  -3.78377  0.11
H  -2.83647  -2.44294  -1.41931  0.09
C  5.84517  1.06643  0.90681  -0.04
N  4.76596  1.04921  -0.05327  -0.12
C  4.79662  1.56109  -1.33897  -0.05
C  3.56445  1.40158  -1.85550  -0.09
N  2.80086  0.76808  -0.90236  0.09
C  3.52649  0.56284  0.21630  -0.80
S  3.00172  -0.11642  1.65462  0.66
H  6.61522  1.75099  0.55870  0.09
H  6.26601  0.07058  1.02768  0.07
H  5.46157  1.40274  1.86986  0.08
H  5.68535  1.99782  -1.75073  0.12
H  3.17439  1.68353  -2.81048  0.10
H  1.78896  0.61164  -0.89887  0.10
C  -0.41076  1.59335  6.52301  -0.04
C  -0.22679  0.81466  5.25444  -0.26
C  -1.00416  1.05873  4.13047  -0.02
C  -0.80391  0.30170  2.98761  -0.17
N  0.10131  -0.66660  2.90918  -0.04
C  0.85782  -0.90368  3.97956  -0.19
C  0.72760  -0.19408  5.15921  -0.01
H  -0.96179  2.51468  6.34359  0.08
H  0.55016  1.84340  6.97053  0.08
H  -0.96914  1.00392  7.25240  0.09
H  -1.74893  1.84357  4.13028  0.11
H  -1.37569  0.49570  2.08898  0.08
H  1.59570  -1.69074  3.86757  0.07
H  1.37732  -0.42363  5.99204  0.12
N  -6.34543  -5.15501  1.63355  0.08
C  -5.77435  -4.27655  2.47350  -0.82
S  -6.61082  -3.63413  3.73281  0.69
C  -4.35140  -3.91554  2.18775  -0.22
C  -3.69692  -4.26133  1.00918  0.00
C  -2.38558  -3.85687  0.81898  -0.14
N  -1.69096  -3.14538  1.70505  0.02
C  -2.30987  -2.85178  2.85236  -0.10
C  -3.61737  -3.20433  3.12751  -0.03
H  -7.30046  -5.42968  1.80625  0.10
H  -5.83611  -5.62037  0.90742  0.09
H  -4.16394  -4.81111  0.20554  0.11
H  -1.85426  -4.13063  -0.08383  0.10
H  -1.72943  -2.30815  3.58516  0.10
H  -4.07209  -2.92785  4.06904  0.08
C  0.33219  3.01088  1.67441  -0.03
C  0.58860  3.70978  0.34516  -0.63
C  -0.33713  4.90687  0.17588  -0.03
C  2.04397  4.15606  0.25650  -0.02
O  0.38585  2.80699  -0.73986  -0.12
Si  -0.70690  1.58762  -0.90047  -0.01
O  -0.28404  0.21494  -0.23584  -0.43
O  -2.09964  2.18356  -0.22310  -0.11
C  -3.40413  1.62986  -0.19435  -0.64
C  -3.99870  2.02866  1.15108  -0.02
C  -3.38841  0.11424  -0.34149  -0.04
C  -4.22410  2.23486  -1.32700  -0.02
O  -0.92699  1.39679  -2.52791  -0.09
C  -0.74368  2.30700  -3.60377  -0.64
C  -1.52030  1.74557  -4.78595  -0.02
C  0.74160  2.37859  -3.93319  -0.03
C  -1.25353  3.70228  -3.25806  -0.02
H  0.62798  3.65850  2.50089  0.10
H  0.90993  2.08746  1.73288  0.06
H  -0.72790  2.77943  1.78023  0.07
H  -0.24115  5.57973  1.02926  0.09
H  -1.37114  4.57047  0.10803  0.08
H  -0.08060  5.46681  -0.72424  0.08
H  2.24152  4.93757  0.99021  0.09
H  2.25726  4.54820  -0.73737  0.09
H  2.71435  3.31984  0.45529  0.07
H  -3.43629  1.56503  1.96107  0.07
H  -5.03991  1.71502  1.22916  0.09
H  -3.94626  3.10968  1.27195  0.09
H  -2.81947  -0.35956  0.45916  0.07
H  -2.93683  -0.15981  -1.29522  0.06
H  -4.40921  -0.26889  -0.31450  0.10
H  -4.19203  3.32270  -1.27213  0.09
H  -5.26351  1.91401  -1.26141  0.09
H  -3.82088  1.91723  -2.28944  0.07
H  -1.16075  0.74626  -5.01775  0.06
H  -1.39596  2.37904  -5.66396  0.09
H  -2.58327  1.68404  -4.54717  0.08
H  1.11013  1.38706  -4.21044  0.08
H  1.27050  2.73728  -3.05497  0.06
H  0.93108  3.06400  -4.76026  0.09
H  -2.29160  3.66158  -2.93881  0.08
H  -1.18794  4.35327  -4.13097  0.09
H  -0.65890  4.13574  -2.45570  0.06

Record order is preserved below.
ΔE to the lowest compared entry with this formula, charge and spin: 59.45; 321.31; 25.74 kJ/mol